Version i
# C4H7NO3S

C4H7NO3S in the gas phase (wB97M-V/def2-TZVPD, the OMol25 dataset).

```
16
Properties=species:S:1:pos:R:3:nbo_charge:R:1
C 0.0307 -0.0419 -0.6982 0.27
C 1.4231 -1.9267 0.1224 -0.18
C -2.2106 0.9333 -0.3495 -0.24
C -1.5551 0.9255 0.9496 -0.25
N -1.1557 0.0131 -0.0911 -0.45
O 3.4380 1.0619 0.3624 -0.89
O 2.3901 -1.1394 0.5418 -0.67
O 1.0656 0.8230 -0.2782 -0.72
S 2.6616 0.1531 -0.3970 1.75
H 0.2798 -0.4531 -1.7486 0.20
H 0.6791 -2.3405 0.7136 0.19
H -3.1686 0.3665 -0.5430 0.20
H -2.0639 1.8593 -0.9502 0.20
H -1.1537 1.8532 1.4634 0.23
H -2.0889 0.3260 1.7482 0.20
H 1.4287 -2.4132 -0.8457 0.16
```

Properties
* HOMO-LUMO gap (spin up / spin down): 7.86 / 8.11 eV
* highest occupied orbital energy (spin up / spin down): -7.2 / -7.4 eV
* LUMO level (spin up / spin down): 0.6964 / 0.6826 eV

Version ii
# C4H7NO3S

C4H7NO3S in the gas phase (wB97M-V/def2-TZVPD, the OMol25 dataset).

```
16
Properties=species:S:1:pos:R:3:nbo_charge:R:1
C 0.3893 0.8297 -1.0408 -0.43
C -0.8628 0.3498 -0.3491 -0.51
C 1.5901 1.1170 -0.2514 -0.64
C -0.7764 -1.0645 0.0616 0.14
N -1.5556 -1.6131 1.0410 0.40
O -1.5250 -2.8608 1.0877 -0.36
O -2.4225 -0.9562 1.6867 -0.43
O 1.3313 -0.7406 1.6451 -0.77
S 2.2305 -0.4588 0.4951 0.93
H 0.5499 0.0783 -1.9145 0.21
H 0.1418 1.7995 -1.5714 0.24
H -1.0066 1.0317 0.6394 0.25
H -1.8185 0.4730 -0.8415 0.26
H 2.3558 1.7649 -0.8258 0.26
H 1.3590 1.8782 0.5877 0.25
H 0.0197 -1.6281 -0.4497 0.21
```

Properties
* HOMO-LUMO gap (spin up / spin down): 7.85 / 7.80 eV
* highest occupied orbital energy (spin up / spin down): -9.4 / -9.5 eV
* LUMO level (spin up / spin down): -1.5538 / -1.6870 eV

Q: Which of them is the least stable? A: version ii.

Version i
# CH3ClN2O2

CH3ClN2O2 in the gas phase (wB97M-V/def2-TZVPD, the OMol25 dataset).

```
9
Properties=species:S:1:pos:R:3:nbo_charge:R:1
C 0.9937 -1.1905 0.0765 0.80
N -0.3029 -1.0695 0.2954 -0.82
N 1.6140 0.3160 0.4292 -0.29
O 1.7275 -1.9879 -0.3134 -0.53
O 0.8585 1.2692 -0.2379 -0.58
Cl 3.2699 0.2585 0.0427 0.10
H -0.6155 -0.2594 0.8132 0.43
H -0.6478 -2.0522 0.5743 0.41
H 1.5566 1.9128 -0.5474 0.48
```

Properties
* HOMO-LUMO gap: 9.40 eV
* highest occupied orbital energy: -8.7 eV
* LUMO level: 0.6799 eV
* SMILES: NC(=O)N(O)Cl

Version ii
# CH3ClN2O2

2 unconnected molecules or ions with the total composition CH3ClN2O2 (wB97M-V/def2-TZVPD, the OMol25 dataset).

```
9
Properties=species:S:1:pos:R:3:nbo_charge:R:1
C 0.5090 1.4665 -0.7130 0.56
N -1.0314 -1.3103 0.5193 -0.68
N 0.3309 -0.8629 0.7678 -0.09
O -0.2139 1.8466 0.0443 -0.49
O 0.9998 -0.5077 -0.2758 -0.41
Cl 1.3188 2.1163 -2.0285 0.05
H -1.6081 -0.4884 0.4317 0.36
H -0.8553 -1.8936 -0.2824 0.37
H 0.5501 -0.3665 1.5366 0.34
```

Properties
* HOMO-LUMO gap (spin up / spin down): 8.46 / 8.02 eV
* highest occupied orbital energy (spin up / spin down): -8.5 / -7.9 eV
* LUMO level (spin up / spin down): 0.0018 / 0.0827 eV

Q: Which of them is the least stable? A: version ii.